Entry 1:
Below is 2 unconnected molecules or ions with the total composition CH2O2S2 at a distorted geometry, with properties calculated with the ωB97M-V functional and the def2-TZVPD basis.

As for the charge: 0. As for the total energy: -26828.6170 eV. The largest force on an atom is 2.537 eV/A. Its HOMO energy (alpha / beta) is -9.73 / -8.14 eV. As for the HOMO-LUMO gap (alpha / beta): 8.58 / 6.80 eV.

CARTESIAN COORDINATES (ANGSTROEM)
H: 1.70 -0.71 -0.67
H: -1.07 -0.16 2.29
O: 1.00 1.05 -1.21
S: -2.47 -0.19 -0.83
O: 1.39 -0.77 0.26
S: 0.63 0.73 0.14
C: -1.18 0.05 0.01

Results of the Mulliken charge analysis, in e, for atoms 1 through 5: H 0.352; H 0.021; O -0.544; S -0.153; O -0.397

Entry 2:
Below is 2 unconnected molecules or ions with the total composition CBr2N2O at a distorted geometry, with properties calculated with the ωB97M-V functional and the def2-TZVPD basis.

As for the charge: 0. As for the total energy: -146144.2848 eV. The largest force on an atom is 6.221 eV/A. Its HOMO energy (alpha / beta) is -8.29 / -11.05 eV. The spin multiplicity is 3. As for the HOMO-LUMO gap (alpha / beta): 8.49 / 7.98 eV.

CARTESIAN COORDINATES (ANGSTROEM)
O: -1.76 -1.35 -0.62
C: 1.47 0.17 0.22
N: 1.16 -0.79 0.76
Br: -1.51 1.27 0.04
N: -1.51 -0.78 0.30
Br: 2.16 1.49 -0.70

Results of the Mulliken charge analysis, in e, for atoms 1 through 5: O -0.203; C 0.271; N -0.354; Br 0.004; N 0.174

Entry 3:
Below is a molecular structure, C16H37Cl2N2O2PdSi3 at a distorted geometry, with properties calculated with the ωB97M-V functional and the def2-TZVPD basis.

As for the charge: +1. As for the total energy: -76421.4906 eV. The largest force on an atom is 1.565 eV/A. Its HOMO energy (alpha / beta) is -11.39 / -11.48 eV. As for the HOMO-LUMO gap (alpha / beta): 7.04 / 6.95 eV.

CARTESIAN COORDINATES (ANGSTROEM)
H: 1.80 -3.12 1.92
C: -0.30 0.70 4.67
H: 4.71 2.18 1.53
H: 0.76 -3.71 0.61
C: 2.31 -2.78 -1.85
H: -0.52 -0.23 -3.92
H: 5.65 0.37 -1.01
H: 0.51 2.95 -3.14
C: 2.56 1.09 -3.97
Pd: 0.80 0.94 0.24
H: 4.09 -2.93 0.69
H: -0.40 -1.08 -2.38
H: 2.73 -3.73 -1.52
C: 0.85 3.16 3.97
H: 0.56 0.02 4.60
C: 3.02 3.35 -0.96
O: 1.21 -1.67 0.55
H: 3.00 2.76 2.90
C: 1.07 2.48 5.32
H: 1.97 1.85 5.30
H: -3.10 -0.91 -0.45
H: -0.82 1.97 -2.52
C: 0.22 2.24 -2.36
C: 0.96 -2.87 1.28
H: 4.94 -1.78 -0.33
Cl: -1.89 0.98 0.23
H: 5.16 1.38 -2.37
H: 4.29 -1.27 1.24
C: 4.10 -1.89 0.36
H: 1.27 -2.95 -2.12
H: 3.20 0.22 -4.16
H: -0.67 0.53 2.56
C: 1.47 1.73 2.03
H: 0.28 2.79 -1.42
H: 2.02 1.33 -4.89
H: -0.03 3.80 4.03
C: -0.56 1.31 3.30
C: -2.28 -0.78 0.24
H: 3.19 1.93 -3.72
H: 5.93 2.11 -0.97
Si: 2.50 -1.51 -0.51
H: 4.01 0.59 1.72
C: 3.81 1.60 1.34
H: 3.87 3.99 -0.73
H: -1.17 0.13 5.00
H: -1.46 1.92 3.33
C: 5.23 1.34 -1.28
C: 2.34 0.28 -1.07
H: 1.69 3.80 3.70
O: -0.06 1.69 5.64
Si: 3.54 1.61 -0.52
H: -1.38 -1.30 -0.07
H: 2.84 -2.50 -2.77
Si: 1.32 0.72 -2.62
N: 0.58 2.16 2.93
H: 0.08 -2.71 1.90
H: 2.80 3.48 -2.02
N: 2.72 2.17 2.13
H: 1.17 3.22 6.11
H: 2.16 3.71 -0.40
Cl: -2.75 -1.34 1.83
H: 0.73 -1.46 -3.68
C: 0.19 -0.65 -3.19

Results of the Mulliken charge analysis, in e, for atoms 1 through 5: H 0.334; C -0.741; H 0.554; H 0.336; C -1.321

It is found that the ΔE to the lowest compared entry with this formula, charge and spin values, taken in the order of the records, are 524.5; 10.3; 0.0 kJ/mol.
It is found that the molecular weight values, taken in the order of the records, are 110.2; 215.8; 551.1 g mol⁻¹.